5
Properties=species:S:1:pos:R:3:nbo_charge:R:1 method="wB97M-V/def2-TZVPD" mol_weight_g_mol=188.91 spin_multiplicity=1 lumo_ev="-2.3 / -2.1" homo_lumo_gap_ev="7.4 / 7.3" de_lowest_ev=1.827 total_charge=0 e_homo_ev="-9.67 / -9.41"
N -1.4079 -0.5595 0.1026 0.49
O -0.4035 -1.1317 0.4948 -0.35
O -1.5308 0.2602 -0.7178 -0.25
O 1.5821 1.6240 0.1645 -0.81
I 1.7601 -0.1930 -0.0441 0.93